Entry 1:
C12H32FO4Zn | ωB97M-V/def2-TZVPD

Geometry as XYZ:
```
50
Properties=species:S:1:pos:R:3
Zn -2.9058 -1.2834 -2.2430
F -0.3563 -1.3167 -1.2194
C -4.3451 0.6829 2.3465
C -4.8094 1.2646 1.0531
C -5.1989 2.7721 1.0810
O -3.6993 1.0299 0.1595
H -5.0564 0.8880 3.1465
H -3.4533 1.0680 2.8410
H -4.2165 -0.3979 2.2868
H -5.6484 0.5927 0.8721
H -4.3062 3.3950 1.1369
H -5.9542 3.0026 1.8323
H -5.6380 3.0069 0.1114
H -2.9699 1.5368 0.5235
C 5.2599 -0.7193 -1.4833
C 4.6575 -0.6388 -0.1185
C 5.6025 -0.0024 0.9161
O 3.4839 0.1687 -0.1895
H 5.2271 0.2814 -1.9140
H 4.7203 -1.4047 -2.1369
H 6.3028 -1.0290 -1.4169
H 4.3424 -1.6427 0.1658
H 6.5910 -0.4616 0.9087
H 5.0964 -0.1048 1.8761
H 5.8005 1.0570 0.7534
H 2.7769 -0.3527 -0.5766
C 0.4917 -5.1066 3.7116
C 0.1045 -3.8777 2.8705
C 0.6029 -2.5116 3.3147
O 0.7504 -4.1248 1.6262
H 0.1644 -6.0477 3.2697
H -0.0508 -5.0597 4.6559
H 1.5431 -4.9573 3.9572
H -0.9799 -3.8276 2.7722
H 1.6498 -2.4723 3.6157
H 0.0042 -2.1553 4.1530
H 0.5362 -1.7856 2.5044
H 0.4201 -3.4270 1.0556
C 0.4407 2.1907 -4.6147
C -0.6431 2.4893 -3.5898
C -1.1104 3.9824 -3.5768
O -1.6772 1.5805 -3.9179
H 0.6247 1.1211 -4.7155
H 1.3456 2.6474 -4.2138
H 0.1935 2.5606 -5.6098
H -0.2517 2.2680 -2.5969
H -0.3913 4.5593 -2.9954
H -2.0609 4.1514 -3.0708
H -1.0633 4.4560 -4.5574
H -1.9472 1.9537 -4.7602
```

Energy above the lowest of the compared OMol25 structures with the same formula, charge and spin = 198.4 kcal/mol
Charge = +1
Kohn-Sham gap = 2.2 eV



Entry 2:
C9H19NOTl | ωB97M-V/def2-TZVPD

Geometry as XYZ:
```
31
Properties=species:S:1:pos:R:3
Tl -4.7525 0.0078 -0.6562
C -0.4112 -1.2747 -2.3395
C 0.3057 -0.7569 -0.9922
C 1.3307 0.3027 -1.4330
C 1.7497 1.2270 -0.2961
C 0.4927 1.8037 0.3334
C -0.4001 0.7045 0.9445
N -0.6576 -0.2208 -0.1178
O -1.6764 -1.1029 0.1338
C 0.3351 0.0196 2.1983
C -1.6972 1.3946 1.4719
C 1.0345 -2.0471 -0.3329
H 0.3423 -1.4166 -3.1072
H -1.1044 -0.4975 -2.6645
H -1.0217 -2.1441 -2.1098
H 2.2089 -0.2214 -1.8157
H 0.8918 0.9033 -2.2378
H 2.3332 2.0512 -0.7053
H 2.3791 0.6821 0.4138
H -0.0472 2.3863 -0.4187
H 0.7358 2.5507 1.0923
H 1.4140 0.1155 2.0991
H -0.0582 0.4334 3.1223
H 0.0952 -1.0485 2.2547
H -1.9689 2.1978 0.7846
H -2.5064 0.6949 1.6726
H -1.4897 1.9134 2.4060
H 0.2443 -2.7133 0.0158
H 1.6482 -1.7040 0.4981
H 1.6226 -2.5635 -1.0890
H -1.3722 -1.6771 0.8742
```

Energy above the lowest of the compared OMol25 structures with the same formula, charge and spin = 0.0 kcal/mol
Charge = +3
Kohn-Sham gap = 5.9 eV



Entry 3:
C2H2S2 | ωB97M-V/def2-TZVPD

Geometry as XYZ:
```
6
Properties=species:S:1:pos:R:3
C -0.5981 0.7534 -0.6412
C -0.1042 0.2109 0.4666
S -1.1483 1.2716 -1.9775
S 1.3340 -2.1543 0.6460
H 0.9802 0.5009 0.4885
H -0.4637 -0.5825 1.0176
```

Energy above the lowest of the compared OMol25 structures with the same formula, charge and spin = 82.4 kcal/mol
Charge = 0
Kohn-Sham gap (alpha / beta) = 6.4 / 6.4 eV



Entry 4:
C11H24O13 | ωB97M-V/def2-TZVPD

Geometry as XYZ:
```
48
Properties=species:S:1:pos:R:3
C -3.9518 -0.5853 -2.5198
C -5.3284 -1.0809 -2.0973
O -5.4791 -0.5450 -0.8157
C -4.5524 0.2967 -0.5048
O -4.4649 0.9281 0.5796
O -3.5911 0.1943 -1.4489
H -3.9831 0.0645 -3.3943
H -3.1685 -1.3379 -2.6100
H -5.4238 -2.1666 -2.0841
H -5.9690 -0.5665 -2.8136
C 2.6733 -0.2271 -0.6080
C 2.7216 -1.4625 -1.4193
O 3.7408 -2.1701 -0.8313
C 4.2600 -1.5799 0.2082
O 5.1107 -2.0607 0.9146
O 3.5877 -0.4127 0.3585
H 1.6524 -0.1211 -0.2413
H 3.0064 0.5737 -1.2683
H 2.9471 -1.1745 -2.4460
H 1.8067 -2.0545 -1.3940
C 1.6218 4.4980 2.4619
C 2.6321 4.0880 1.3707
O 2.0101 2.9398 0.7785
C 0.9051 2.6446 1.4247
O 0.0940 1.7836 1.0965
O 0.6148 3.5353 2.3254
H 1.2198 5.4786 2.2071
H 2.0521 4.5154 3.4633
H 3.6065 3.8641 1.8050
H 2.7762 4.8894 0.6460
O -0.6594 -0.7065 -1.3679
H -1.1031 -0.5395 -2.1995
H -1.1544 -0.1981 -0.7255
O -1.4044 -3.4368 0.3182
H -1.7706 -3.7783 -0.4976
H -0.8511 -2.7050 0.0451
O -0.9767 0.7373 -4.4107
H -0.0307 0.8495 -4.3170
H -1.0877 -0.1863 -4.6360
C -0.0011 -0.6486 2.5851
C 0.9090 -1.8830 2.5145
O 1.4201 -2.2176 3.8147
H -0.7055 -0.4714 1.7724
H 0.6148 0.2298 2.7781
H -0.5204 -0.8851 3.5138
H 1.5964 -1.8580 1.6690
H 0.2301 -2.6837 2.2211
H 2.3677 -2.3672 3.7786
```

Energy above the lowest of the compared OMol25 structures with the same formula, charge and spin = 32.0 kcal/mol
SMILES = O=C1OCCO1.O=C1OCCO1.O=C1OCCO1.CCO.O.O.O
Charge = 0
Kohn-Sham gap = 9.5 eV



Entry 5:
C4H3NO2 | ωB97M-V/def2-TZVPD

Geometry as XYZ:
```
10
Properties=species:S:1:pos:R:3
O -0.8040 -1.9664 1.9508
C -0.8266 -0.7921 1.6744
C -0.1397 -0.1907 0.5144
N -0.0017 1.0864 0.3219
C 0.6069 1.1666 -0.9072
C 0.7481 -0.0756 -1.4120
O 0.3075 -0.9694 -0.4904
H -1.3884 -0.0349 2.2512
H 0.8449 2.0816 -1.4265
H 0.6794 -0.3130 -2.4510
```

Energy above the lowest of the compared OMol25 structures with the same formula, charge and spin = 31.8 kcal/mol
SMILES = O=Cc1ncco1
Charge = 0
Kohn-Sham gap = 9.7 eV



Entry 6:
C2H31NO13 | ωB97M-V/def2-TZVPD

Geometry as XYZ:
```
47
Properties=species:S:1:pos:R:3
C 1.4001 -1.5320 2.7804
C 1.4610 -0.4534 1.9936
N 0.7304 -0.1831 0.8427
H 0.6141 -2.2513 2.6653
H 2.0892 -1.6985 3.5863
H 2.3334 0.1885 1.9650
H -0.2083 -0.5330 0.7236
H 0.9788 0.6657 0.3742
H 2.7896 1.2609 -2.8816
H 2.0709 0.5402 -1.7462
O 2.2816 1.4430 -2.0958
H 4.9603 0.1936 -1.1752
H 4.4823 1.1224 -0.0041
O 4.2670 0.3497 -0.5367
H -0.4022 3.7669 -0.0666
H -1.6939 4.1526 0.4972
O -1.1337 4.4005 -0.2561
H 2.0386 2.9514 -0.7878
H 2.0079 3.6679 0.5229
O 1.4120 3.2273 -0.0985
H 3.1339 -1.7098 0.2871
H 3.4872 -3.1428 0.1670
O 3.8960 -2.2989 0.3508
H -2.9833 -1.2943 3.1062
H -3.2352 -0.3748 1.7305
O -3.2607 -1.2473 2.1887
H -2.9935 -3.2668 -0.1354
H -2.8404 -2.3976 1.0637
O -2.2713 -2.8066 0.3391
H -2.8070 -0.8697 -2.4315
H -2.4303 -1.9121 -1.2418
O -2.7065 -1.0020 -1.4886
H -0.1937 -3.7989 0.6064
H 0.8662 -4.8161 0.7695
O 0.3882 -4.3660 0.0618
H 0.4740 2.0937 -1.6788
H -0.5172 3.0731 -2.0692
O -0.5057 2.1799 -1.6949
H -3.4871 1.6229 0.2045
H -4.6486 1.2755 1.0150
O -3.6905 1.2286 1.1021
H -2.7274 2.8050 -1.1625
H -2.6521 1.2341 -1.2304
O -3.2385 2.0045 -1.3256
H 0.1149 -0.7065 -1.6320
H 1.3832 -1.7047 -1.2995
O 0.9664 -1.0820 -1.9048
```

Energy above the lowest of the compared OMol25 structures with the same formula, charge and spin = 58.2 kcal/mol
Charge = 0
Kohn-Sham gap = 8.2 eV